{"formula": "C14H44O14", "method": "ωB97M-V/def2-TZVPD", "elements": ["O", "H", "H", "H", "O", "H", "C", "H", "H", "H", "H", "H", "O", "H", "H", "O", "O", "C", "H", "C", "C", "O", "H", "C", "C", "H", "O", "H", "O", "C", "H", "H", "H", "H", "H", "H", "H", "C", "C", "C", "H", "H", "O", "C", "H", "H", "H", "H", "H", "O", "C", "H", "O", "H", "H", "C", "H", "C", "H", "O", "H", "H", "H", "O", "H", "H", "H", "O", "H", "H", "H", "H"], "xyz": [[-2.42412, 24.81627, -1.62823], [-1.47203, 23.56032, 3.77414], [3.57220, 26.51406, 1.76498], [-2.05307, 23.38684, 2.17125], [-0.13992, 18.27778, 4.61682], [-8.04471, 24.86168, 3.09839], [-6.13517, 24.21874, 2.52853], [0.03163, 28.52125, 4.14931], [-1.08062, 20.64604, 5.07389], [0.51044, 22.60874, 3.05923], [-6.13649, 23.36229, 3.21783], [1.38381, 27.31338, 2.44891], [-3.89793, 23.02861, 0.15396], [-0.48533, 25.04346, 1.29498], [-1.18370, 18.54637, 2.89621], [-7.05633, 26.35667, 2.05178], [1.48897, 22.88216, 4.97933], [2.97657, 27.31155, 1.29981], [1.03028, 22.79222, 5.81828], [-0.69179, 24.98228, 2.36551], [-3.70265, 24.27346, -1.93779], [-2.80420, 19.55221, 4.63071], [0.13240, 19.67121, 3.05596], [-0.16219, 28.26546, 5.19402], [-1.14327, 23.62949, 2.73141], [-3.71145, 20.40039, -2.10942], [0.21697, 26.89606, 5.47323], [-1.22450, 28.40550, 5.41614], [0.48352, 25.42702, 3.10445], [-7.03601, 25.30468, 3.02879], [3.68294, 28.06617, 0.95124], [-1.86035, 24.05674, -1.37973], [0.12181, 26.39232, 4.64131], [-1.28816, 20.89907, -2.39866], [-4.22966, 24.95098, -2.61825], [-1.50958, 25.68622, 2.53690], [-3.57695, 23.34492, -2.51807], [-0.66821, 19.17062, 3.62911], [3.44318, 23.78021, 4.01059], [-1.80701, 20.42999, -1.54705], [-4.80102, 24.84851, -0.16292], [-4.33908, 24.07899, 1.83313], [-4.79754, 24.70103, 2.41424], [-4.53537, 23.95872, -0.73085], [1.96459, 24.89692, 5.09622], [3.52072, 23.93857, 2.04363], [-6.79027, 25.67988, 4.02703], [-3.65004, 22.23291, -0.36183], [3.01744, 23.80622, 6.03472], [-3.16397, 20.88512, -1.48989], [-1.61820, 20.18164, 4.23246], [0.39336, 18.77233, 5.24826], [2.09486, 27.92922, 2.22279], [4.29079, 24.44846, 4.19478], [-2.60026, 18.93952, 5.34522], [-1.04894, 20.78980, -0.31299], [-1.55523, 20.42545, 0.59565], [2.45445, 23.91826, 5.10106], [-0.10363, 20.21876, -0.33088], [2.84294, 24.05898, 2.71478], [-0.42984, 22.36017, 0.67029], [0.43845, 28.92412, 5.81764], [-6.47941, 23.88198, 1.54585], [-0.76488, 22.17985, -0.25439], [3.82388, 22.74864, 3.99825], [-1.78126, 19.35568, -1.74840], [-1.89322, 20.94237, 3.50969], [-0.20193, 22.61236, 2.40122], [2.44784, 26.92293, 0.42073], [-5.47401, 23.53521, -1.13356], [-7.78479, 26.96102, 2.20715], [1.29662, 25.00028, 2.75035]], "atomic_forces_ev_per_a": [[0.12, -0.56, 0.00], [0.44, 0.07, 0.14], [-0.19, -0.01, -0.05], [0.14, 0.15, -0.23], [-0.25, 0.06, -0.16], [0.17, 0.04, 0.09], [0.92, -0.09, 0.07], [-0.03, 0.03, 0.04], [-0.23, 0.24, 0.00], [0.00, 0.12, 0.00], [-0.31, 0.10, -0.04], [0.17, -0.10, 0.00], [-0.21, 0.28, -0.23], [0.10, -0.13, -0.08], [-0.15, -0.05, 0.23], [0.31, -0.29, 0.11], [-0.14, -0.32, -0.14], [0.00, 0.06, 0.03], [-0.14, 0.08, -0.02], [0.78, 1.15, -0.29], [0.62, -0.26, -0.55], [-0.55, 0.01, 0.50], [-0.04, 0.01, 0.38], [0.12, -0.90, 0.05], [-0.96, -1.05, 0.29], [0.03, -0.07, -0.09], [-0.22, 0.56, -0.47], [0.08, 0.12, -0.03], [-0.55, -0.17, -0.65], [-1.10, 0.29, -0.43], [-0.12, 0.07, 0.05], [-0.29, 0.51, 0.07], [0.20, 0.19, 0.44], [-0.18, 0.05, 0.11], [0.06, 0.20, 0.32], [0.17, 0.08, 0.27], [0.04, 0.07, 0.12], [0.60, 0.07, -0.51], [0.57, -0.30, -1.11], [0.00, 0.17, -0.99], [0.20, 0.03, 0.12], [0.10, -0.02, -0.02], [-0.13, -0.09, 0.06], [-0.50, -0.51, -0.12], [0.11, -0.01, 0.00], [-0.08, 0.02, -0.07], [0.37, -0.03, -0.13], [-0.11, 0.36, 0.25], [-0.10, 0.07, 0.02], [0.19, 0.06, 0.30], [0.50, -0.46, -0.16], [0.00, 0.09, -0.14], [0.04, -0.02, -0.10], [-0.14, 0.09, -0.07], [0.02, -0.07, -0.09], [0.68, -0.34, 0.76], [-0.23, 0.29, -0.18], [-0.29, 0.23, 0.53], [-0.11, 0.08, -0.19], [0.26, -0.10, 0.74], [-0.32, -0.15, -1.02], [-0.03, -0.03, 0.08], [-0.17, 0.01, 0.05], [0.03, -0.12, 0.77], [-0.08, 0.16, 0.04], [0.01, -0.04, 0.37], [0.08, 0.12, -0.08], [0.20, -0.07, 0.22], [0.06, -0.06, 0.11], [0.04, 0.03, 0.27], [-0.07, -0.08, 0.23], [-0.53, 0.04, 0.22]], "mulliken_charge": [-0.553, 0.357, 0.091, 0.054, -0.566, 0.343, -0.164, 0.216, 0.218, 0.100, 0.315, 0.324, -0.413, 0.221, 0.256, -0.492, -0.494, -0.468, 0.244, -0.508, -0.648, -0.573, 0.212, -0.600, -0.009, 0.238, -0.531, 0.267, -0.078, -0.509, 0.317, 0.283, 0.264, 0.271, 0.377, 0.428, 0.274, -0.342, -0.522, -0.667, 0.407, 0.164, -0.502, -0.136, 0.092, 0.232, 0.320, 0.179, 0.471, -0.484, 0.343, 0.330, -0.565, 0.399, 0.322, -0.126, 0.113, -0.239, 0.418, -0.510, 0.296, 0.246, 0.210, -0.469, 0.337, 0.421, -0.182, -0.406, 0.247, 0.236, 0.272, 0.031], "fmax_ev_per_a": 1.45, "total_charge": 0, "lumo_energy_ev": 0.2, "orbital_gap_ev": 9.8, "smiles": "OCCO.OCCO.OCCO.OCCO.OCCO.OCCO.CO.CO", "energy_ev": -43893.4633}

{"formula": "C42H37Cl2F3N3SbTc", "method": "ωB97M-V/def2-TZVPD", "elements": ["H", "H", "C", "H", "H", "C", "C", "C", "N", "H", "C", "C", "C", "C", "C", "C", "H", "C", "C", "H", "H", "H", "H", "C", "H", "H", "C", "H", "H", "C", "H", "C", "C", "C", "Sb", "C", "H", "C", "F", "C", "C", "C", "N", "C", "H", "H", "H", "H", "C", "C", "C", "H", "C", "H", "C", "C", "H", "C", "C", "N", "H", "Cl", "F", "C", "H", "C", "H", "C", "H", "C", "C", "H", "H", "H", "F", "H", "C", "H", "H", "H", "C", "C", "H", "Tc", "C", "C", "H", "H", "Cl"], "xyz": [[-3.25858, -0.47477, 1.37055], [-2.63786, -5.18750, -2.32561], [-1.38386, -4.31932, -0.85683], [3.08195, -2.45866, -4.93320], [2.68264, 2.27839, 3.74925], [-1.12605, 2.48238, 4.18807], [0.23423, 2.46079, 3.90885], [-3.98637, 4.69942, -0.33230], [0.07172, -3.44410, 0.92563], [-3.52762, 5.11790, -2.37703], [-2.27616, -6.55312, -0.69495], [4.63693, -1.39283, -3.90055], [-0.67033, -4.38102, 0.39169], [1.80332, 4.40908, -0.62912], [4.21562, -0.98647, -1.55378], [-1.68689, -0.33622, -5.19201], [-3.30510, 0.72940, -2.45507], [-1.52757, -2.26677, 3.78577], [2.01509, 1.73390, -1.31980], [1.74766, 5.45242, -0.34530], [-1.58619, 3.35130, 4.64489], [4.01543, 1.59808, 1.85491], [4.08296, 0.26678, 3.97912], [-2.74284, 0.05509, -4.39680], [2.65220, 0.16272, 5.02439], [-2.74516, 2.21150, 1.54586], [-0.88911, -5.64518, 1.04776], [0.85161, 3.31351, 4.17841], [0.41007, -0.71950, -5.37130], [-3.79241, 3.90954, 0.77716], [-1.96390, 3.19364, -2.54877], [-1.17817, 0.42487, -2.57529], [-2.25184, 2.54582, -0.51968], [-2.47877, 3.38209, -1.61276], [-0.85345, 0.85506, -0.48331], [-2.18814, -1.02237, 3.18842], [-3.06298, -0.79640, 3.81139], [-1.31615, 0.22129, 3.30559], [4.02325, 4.74403, -1.34385], [2.92963, 1.45917, 1.81187], [2.99095, 0.18477, 3.98545], [-2.47534, 0.42806, -3.08525], [0.57539, -0.78946, 2.22334], [2.36910, 1.36421, 3.22943], [2.14865, 0.68347, -1.53409], [2.50174, 2.30912, 1.27798], [-1.72538, -7.58967, 1.11762], [5.98705, -0.37508, -2.57391], [3.10199, 2.57691, -1.51413], [-2.91923, 2.82868, 0.66985], [2.96740, 3.90269, -1.16604], [-4.30588, 4.13681, 1.70270], [-1.86816, 1.33994, 3.92009], [4.03681, 2.19783, -1.90666], [0.72495, 3.54795, -0.45813], [2.57953, -2.16260, -2.88262], [-1.89063, -1.58622, 1.11270], [0.85117, 1.36118, 3.32547], [-3.34693, 4.46307, -1.53398], [2.14770, -1.72943, -0.55280], [0.86698, -0.07513, -3.04672], [-1.34700, -2.82281, -1.75981], [-4.83736, 5.75870, -0.24661], [5.02860, -0.87682, -2.66829], [2.71255, -0.75688, 3.51403], [-0.39101, -0.38043, -4.72693], [2.72678, 0.55588, 1.23578], [-2.71077, -1.32740, 1.78334], [-0.18660, 3.94844, -0.03165], [0.05874, 0.24682, 2.91975], [-0.14928, -0.00137, -3.41196], [4.52259, -0.57891, -0.59726], [-0.72750, -2.64312, 3.14836], [-2.91836, 1.30457, 4.19976], [-1.93942, -0.70134, -6.47861], [-3.74892, 0.05198, -4.79619], [-2.14071, -5.34811, -1.37631], [-3.38886, -2.18624, 1.81624], [5.27566, -1.29741, -4.77018], [1.62336, -2.66775, -2.94743], [2.95475, -1.62894, -1.62369], [3.40430, -2.03887, -3.98507], [-2.86860, -7.36170, -1.10308], [1.06817, -1.87019, 0.87444], [0.80527, 2.20163, -0.81193], [-1.63988, -6.67833, 0.53774], [-1.11701, -2.05332, 4.77710], [-2.27527, -3.05952, 3.88742], [-0.13097, -5.87957, 2.60851]], "atomic_forces_ev_per_a": [[0.00, 0.00, -0.01], [0.00, -0.02, 0.00], [0.00, 0.09, 0.02], [0.00, 0.00, 0.01], [0.00, 0.01, 0.01], [0.01, 0.01, 0.00], [0.01, -0.06, 0.04], [0.02, 0.00, -0.03], [0.23, 0.23, 0.01], [0.00, 0.00, 0.00], [0.00, 0.02, 0.01], [-0.04, -0.01, 0.04], [-0.16, -0.07, 0.05], [0.00, -0.02, 0.02], [-0.11, -0.05, 0.00], [0.01, 0.00, 0.02], [0.00, -0.01, 0.00], [0.01, -0.09, 0.05], [0.01, -0.01, -0.03], [0.00, 0.00, -0.01], [0.01, -0.01, -0.01], [0.01, -0.01, -0.01], [-0.02, 0.01, 0.00], [0.00, -0.01, 0.01], [-0.01, 0.02, 0.00], [0.00, -0.01, -0.01], [0.03, 0.05, 0.04], [-0.01, 0.00, 0.00], [0.00, 0.00, 0.01], [0.02, -0.03, 0.03], [0.00, -0.01, 0.00], [0.00, -0.04, -0.05], [0.00, -0.07, -0.01], [-0.01, 0.02, -0.04], [-0.09, 0.15, 0.12], [0.02, 0.03, 0.02], [-0.03, -0.01, -0.01], [-0.02, 0.05, 0.07], [0.02, 0.02, 0.00], [0.00, 0.02, -0.02], [-0.01, 0.00, -0.02], [-0.01, 0.01, -0.02], [0.14, -0.22, -0.39], [0.00, 0.02, 0.04], [-0.01, -0.04, -0.01], [0.03, -0.01, 0.06], [0.00, 0.00, -0.01], [-0.01, 0.00, -0.01], [-0.02, -0.02, -0.01], [-0.01, 0.03, -0.01], [0.01, -0.01, 0.00], [0.00, 0.00, -0.01], [-0.02, -0.01, -0.08], [0.00, 0.01, 0.00], [0.01, 0.01, 0.00], [0.03, 0.08, 0.15], [-0.02, 0.01, 0.01], [-0.01, 0.01, -0.04], [0.00, -0.01, 0.02], [-0.40, 0.11, 0.61], [0.00, 0.02, 0.01], [0.05, -0.03, -0.01], [-0.04, 0.04, 0.00], [0.03, 0.01, -0.01], [0.00, -0.02, -0.01], [-0.01, 0.01, 0.00], [-0.01, 0.03, 0.03], [0.04, -0.01, -0.04], [0.00, -0.01, 0.00], [0.00, -0.05, 0.02], [0.03, -0.02, 0.01], [-0.01, 0.00, 0.00], [-0.08, 0.02, 0.06], [0.00, 0.01, 0.01], [0.00, -0.01, -0.03], [0.00, 0.01, 0.00], [0.02, -0.01, 0.02], [0.00, 0.02, 0.02], [-0.01, 0.00, 0.00], [-0.03, 0.00, 0.00], [0.18, 0.03, -0.24], [0.02, 0.00, -0.05], [0.01, 0.00, 0.00], [0.20, -0.26, -0.33], [-0.01, 0.10, -0.08], [-0.01, -0.02, -0.02], [0.00, 0.00, -0.01], [0.00, -0.01, 0.01], [-0.01, 0.01, -0.02]], "mulliken_charge": [0.181, 0.358, 0.397, 0.403, 0.495, -1.007, -0.880, 0.362, -0.968, 0.411, -0.364, -0.594, -0.413, -0.956, -0.138, 0.447, 0.466, -1.507, 0.806, 0.413, 0.317, 0.533, 0.472, -0.900, 0.367, 0.178, 0.287, 0.336, 0.476, -0.584, 0.514, 0.182, -0.892, 0.092, 1.353, 0.050, 0.382, 0.851, -0.396, -0.798, -1.703, -0.342, 0.097, 0.112, -0.661, -0.047, 0.352, 0.382, -1.033, 0.025, 0.483, 0.473, -0.690, 0.542, -0.390, -0.269, -0.260, 0.658, -0.868, -0.615, 0.163, 0.038, -0.376, -0.403, 0.223, -0.707, -0.136, -0.680, 0.367, 0.084, -0.202, 0.372, 0.111, 0.272, -0.379, 0.408, -0.635, 0.523, 0.352, 0.491, -0.524, -0.427, 0.313, 1.551, 0.297, -0.603, 0.339, 0.446, -0.255], "fmax_ev_per_a": 0.74, "total_charge": -2, "lumo_energy_ev": [4.2, 4.2], "s2": 0.762, "orbital_gap_ev": [4.5, 5.4], "energy_ev": -90558.0309, "spin_multiplicity": 2}

{"formula": "C6H5Br3N2", "method": "ωB97M-V/def2-TZVPD", "elements": ["H", "C", "H", "Br", "Br", "C", "N", "N", "H", "C", "C", "C", "H", "C", "Br", "H"], "xyz": [[-0.50137, -3.07984, 0.35537], [-0.39902, -2.09424, 0.63090], [-0.74244, 2.67349, 0.61381], [2.21347, -2.68677, 0.11730], [-2.47890, 1.32508, -1.02203], [1.07369, -0.10188, 0.40560], [0.10720, 0.86342, 0.02082], [-1.19219, -1.60642, -2.20078], [0.84563, 2.27633, 1.33860], [0.75193, -1.46063, 0.43012], [-0.76146, 0.52866, -0.92591], [0.19998, 2.24960, 0.39328], [0.55593, 3.00846, -0.38896], [-0.89918, -0.64708, -1.65611], [2.67889, 0.45256, 1.05399], [-1.45217, -1.70075, 0.83399]], "atomic_forces_ev_per_a": [[0.27, -2.28, -0.17], [-2.65, 1.80, 0.34], [-1.28, -0.16, 0.56], [0.04, 0.16, -0.15], [-0.22, 0.73, 0.33], [-2.10, 2.03, -0.16], [2.19, -1.68, -0.11], [-0.21, -1.56, -1.09], [-0.96, 0.34, -1.55], [0.33, -1.47, 0.17], [-1.96, 0.10, -1.23], [2.25, 1.70, 1.24], [0.20, -1.69, 0.71], [1.03, 1.03, 0.94], [1.15, 0.66, 0.32], [1.91, 0.30, -0.12]], "mulliken_charge": [0.374, -0.872, 0.395, -0.175, -0.164, 0.346, 0.044, -0.454, 0.359, 0.191, 0.205, -1.054, 0.293, 0.291, -0.067, 0.287], "fmax_ev_per_a": 3.22, "total_charge": 0, "lumo_energy_ev": [-1.0, -1.0], "orbital_gap_ev": [6.9, 6.9], "energy_ev": -219406.3016}

{"formula": "H2IOP", "method": "ωB97M-V/def2-TZVPD", "elements": ["H", "I", "H", "P", "O"], "xyz": [[-0.91402, -1.64977, 0.29124], [2.34295, 0.53982, 0.05930], [-0.93183, 1.92297, 0.02109], [0.11669, 0.00150, -0.78167], [-0.61379, -0.81452, 0.41003]], "atomic_forces_ev_per_a": [[-1.30, -4.08, -0.79], [-0.28, -0.16, 0.04], [-0.49, 0.77, 0.43], [0.63, -0.88, -0.71], [1.45, 4.36, 1.03]], "mulliken_charge": [0.326, -0.041, 0.017, 0.079, -0.381], "fmax_ev_per_a": 4.71, "total_charge": 0, "lumo_energy_ev": [0.2, -2.0], "s2": 2.004, "orbital_gap_ev": [7.5, 7.8], "energy_ev": -19465.7917, "spin_multiplicity": 3}